Entry w
This record from the Open Molecules 2025 dataset describes the ion C4H11NO2 with charge +1. The level of theory is wB97M-V/def2-TZVPD.

As for the highest occupied orbital energy (spin up / spin down): -14.962 / -14.842 eV. The net charge is +1. The value obtained for the frontier orbital gap (spin up / spin down) is 11.815 / 6.451 eV. As for the multiplicity: 2. The calculation puts the molar mass at 105.1 Da.

XYZ file:
```
18
Properties=species:S:1:pos:R:3:mulliken_charge:R:1
C -0.079 -0.944 0.081 -0.691
C 1.159 -0.730 -0.916 0.181
C 0.810 0.377 -1.960 -1.314
O 2.398 -0.467 -0.341 -0.492
N -0.361 0.308 0.689 0.098
C -1.270 0.271 1.859 -0.380
O -2.431 0.986 1.567 -0.478
H 0.111 -1.681 0.865 0.470
H -0.794 -1.402 -0.610 0.343
H 1.272 -1.690 -1.414 0.419
H -0.260 0.549 -2.058 0.418
H 1.112 0.094 -2.973 0.324
H 1.346 1.289 -1.735 0.356
H 2.317 0.215 0.361 0.381
H -0.521 1.044 0.001 0.313
H -1.666 -0.740 1.947 0.331
H -0.785 0.616 2.776 0.370
H -2.358 1.904 1.860 0.352
```

---

Entry x
This record from the Open Molecules 2025 dataset describes a cluster of 3 separate species, C4H11NO2 in total. The level of theory is wB97M-V/def2-TZVPD.

As for the highest occupied orbital energy (spin up / spin down): -13.359 / -14.406 eV. The net charge is +1. The value obtained for the frontier orbital gap (spin up / spin down) is 7.785 / 8.748 eV. As for the multiplicity: 2. The calculation puts the molar mass at 105.1 Da.

XYZ file:
```
18
Properties=species:S:1:pos:R:3:mulliken_charge:R:1
N -0.409 2.158 2.401 -0.345
C -0.330 1.087 1.645 0.199
C 0.861 0.458 1.321 -0.437
C 1.009 -0.623 0.493 0.099
C 2.381 -1.002 0.239 -0.906
H -1.293 2.603 2.181 0.315
H 0.426 2.731 2.376 0.295
H -1.307 0.715 1.347 0.383
H 1.756 0.695 1.888 0.343
H 0.244 -1.029 -0.168 0.288
H 2.836 -1.721 0.913 0.370
H 3.030 -0.240 -0.179 0.386
H -1.953 -1.103 -1.525 0.312
H -3.261 -0.766 -0.726 0.328
O -2.517 -0.390 -1.207 -0.632
H -0.726 -1.027 -4.392 0.310
H 0.001 -1.550 -3.179 0.310
O -0.751 -0.996 -3.427 -0.618
```

---

Entry y
This record from the Open Molecules 2025 dataset describes the ion C4H11NO2 with charge +1. The level of theory is wB97M-V/def2-TZVPD.

As for the highest occupied orbital energy (spin up / spin down): -15.112 / -15.093 eV. The net charge is +1. The value obtained for the frontier orbital gap (spin up / spin down) is 11.874 / 6.262 eV. As for the multiplicity: 2. The calculation puts the molar mass at 105.1 Da.

XYZ file:
```
18
Properties=species:S:1:pos:R:3:mulliken_charge:R:1
C -1.303 0.251 1.420 -1.330
C -0.290 0.211 0.240 0.586
C -0.628 1.019 -0.974 -0.640
O -0.885 2.381 -0.398 -0.509
N -0.024 -1.244 -0.256 -0.024
C 1.439 -1.406 -0.636 -0.355
O 2.630 -1.543 0.170 -0.424
H -2.078 1.028 1.295 0.317
H -1.997 -0.665 1.479 0.287
H -1.195 0.546 2.396 0.412
H 0.743 0.623 0.435 0.286
H -1.424 0.810 -1.567 0.385
H 0.308 1.132 -1.602 0.353
H -0.282 3.044 -0.847 0.327
H -0.358 -2.024 0.243 0.324
H 1.375 -2.154 -1.446 0.369
H 1.551 -0.394 -1.047 0.298
H 2.417 -1.616 1.096 0.337
```

---

Tell me which of them is the most stable. Sure, it is entry w.

---

Entry w
This record from the Open Molecules 2025 dataset describes a cluster of 5 separate species, C10H30O5S5 in total. The level of theory is wB97M-V/def2-TZVPD.

As for the highest occupied orbital energy: -8.622 eV. The value obtained for the frontier orbital gap is 9.040 eV. As for the multiplicity: 1. The calculation puts the molar mass at 390.7 Da.

XYZ file:
```
50
Properties=species:S:1:pos:R:3:mulliken_charge:R:1
C -1.542 -8.382 1.343 -0.888
S -2.035 -8.276 -0.477 0.457
O -3.459 -8.551 -0.883 -0.571
C -1.512 -6.429 -0.630 -0.909
H -0.580 -7.924 1.569 0.349
H -1.667 -9.458 1.466 0.288
H -2.208 -7.716 1.892 0.327
H -2.221 -5.940 -1.298 0.343
H -0.509 -6.346 -1.048 0.312
H -1.591 -5.840 0.284 0.293
C -1.498 2.085 -1.978 -0.920
S -1.051 1.072 -0.545 0.488
O -1.141 -0.403 -0.850 -0.591
C 0.811 1.493 -0.609 -0.958
H -1.193 1.668 -2.937 0.345
H -1.166 3.123 -2.022 0.348
H -2.586 2.097 -2.044 0.305
H 1.467 1.281 0.235 0.337
H 1.105 2.514 -0.851 0.322
H 1.233 0.775 -1.312 0.323
C -8.845 6.191 -3.342 -0.942
S -7.412 5.060 -3.853 0.488
O -7.989 4.109 -4.911 -0.593
C -6.565 6.452 -4.802 -0.887
H -9.472 5.865 -2.512 0.327
H -9.561 6.461 -4.118 0.346
H -8.478 7.182 -3.072 0.312
H -6.314 7.168 -4.019 0.342
H -7.298 6.899 -5.473 0.291
H -5.776 6.069 -5.449 0.317
C 7.345 3.011 -1.043 -0.908
S 6.814 4.052 0.330 0.495
O 5.408 4.301 -0.183 -0.615
C 6.738 2.723 1.649 -0.874
H 8.309 2.560 -0.807 0.340
H 7.472 3.588 -1.959 0.325
H 6.568 2.311 -1.352 0.307
H 7.790 2.528 1.857 0.326
H 6.109 1.922 1.262 0.273
H 6.228 2.992 2.574 0.331
C 3.259 -4.490 5.554 -0.914
S 2.601 -3.628 3.978 0.507
O 3.835 -3.484 3.120 -0.610
C 2.560 -2.010 4.856 -0.926
H 3.990 -3.783 5.946 0.292
H 3.698 -5.432 5.227 0.329
H 2.400 -4.501 6.225 0.347
H 2.396 -2.038 5.934 0.327
H 1.947 -1.255 4.365 0.316
H 3.583 -1.665 4.710 0.331
```

---

Entry x
This record from the Open Molecules 2025 dataset describes a cluster of 5 separate species, C10H30O5S5 in total. The level of theory is wB97M-V/def2-TZVPD.

As for the highest occupied orbital energy: -9.106 eV. The value obtained for the frontier orbital gap is 9.294 eV. As for the multiplicity: 1. The calculation puts the molar mass at 390.7 Da.

XYZ file:
```
50
Properties=species:S:1:pos:R:3:mulliken_charge:R:1
C -2.866 -1.944 -0.663 -0.592
S -3.429 -3.283 0.419 0.477
O -4.284 -4.089 -0.561 -0.609
C -1.745 -4.088 0.216 -0.907
H -2.083 -1.338 -0.207 -0.007
H -3.775 -1.361 -0.813 0.381
H -2.562 -2.247 -1.665 0.352
H -1.710 -5.133 0.523 0.355
H -0.826 -3.621 0.571 0.262
H -1.528 -4.085 -0.853 0.335
C 1.783 -2.830 2.783 -0.542
S 3.452 -2.256 3.333 0.457
O 4.132 -1.673 2.111 -0.595
C 2.778 -0.837 4.353 -0.828
H 1.338 -2.083 2.126 -0.134
H 1.015 -2.828 3.557 0.435
H 1.745 -3.778 2.247 0.360
H 2.139 -0.139 3.813 0.196
H 3.631 -0.241 4.675 0.329
H 2.370 -1.271 5.266 0.356
C 0.582 1.415 -1.684 -1.033
S 0.022 2.389 -0.240 0.428
O -1.387 2.943 -0.525 -0.622
C -0.234 0.831 0.768 -0.488
H 1.591 1.044 -1.505 0.350
H 0.748 2.040 -2.561 0.415
H -0.098 0.617 -1.981 0.345
H -1.200 0.503 0.384 -0.144
H -0.372 1.049 1.827 0.350
H 0.487 0.027 0.621 0.302
C 3.647 0.919 -4.532 -0.730
S 2.746 1.043 -6.170 0.501
O 3.870 1.394 -7.110 -0.611
C 2.408 -0.792 -6.505 -0.877
H 4.224 0.005 -4.673 0.339
H 2.933 0.714 -3.735 0.148
H 4.215 1.836 -4.372 0.330
H 3.086 -1.480 -6.002 0.278
H 2.458 -0.954 -7.582 0.327
H 1.369 -1.037 -6.282 0.316
C -3.203 3.054 1.804 -0.759
S -3.330 2.481 3.557 0.433
O -1.956 1.903 3.952 -0.601
C -3.267 4.211 4.143 -0.919
H -2.202 3.479 1.738 0.206
H -3.875 3.805 1.388 0.419
H -3.092 2.204 1.130 0.237
H -2.402 4.744 3.747 0.302
H -3.089 4.095 5.212 0.334
H -4.251 4.641 3.956 0.345
```

---

Tell me which of them is the most stable. Sure, it is entry x.

---

Entry w
This record from the Open Molecules 2025 dataset describes an isolated molecule of C2H4BrNO2. The level of theory is wB97M-V/def2-TZVPD.

As for the highest occupied orbital energy: -10.334 eV. The SMILES is NCOC(=O)Br. The value obtained for the frontier orbital gap is 10.182 eV. As for the multiplicity: 1. The calculation puts the molar mass at 154.0 Da.

XYZ file:
```
10
Properties=species:S:1:pos:R:3:mulliken_charge:R:1
N -0.972 1.230 -0.449 -0.606
C -0.587 -0.215 -0.822 -0.189
O -0.189 -0.942 0.393 -0.246
C 1.178 -0.612 0.825 0.517
O 2.007 0.264 0.246 -0.465
Br 1.841 -1.598 2.481 -0.112
H -0.131 1.729 -0.066 0.282
H -1.712 1.123 0.308 0.271
H -1.607 -0.704 -1.203 0.262
H 0.172 -0.275 -1.711 0.286
```

---

Entry x
This record from the Open Molecules 2025 dataset describes an isolated molecule of C2H4BrNO2. The level of theory is wB97M-V/def2-TZVPD.

As for the highest occupied orbital energy: -10.845 eV. The SMILES is C[C@@H](Br)[N+](=O)[O-]. The value obtained for the frontier orbital gap is 10.189 eV. As for the multiplicity: 1. The calculation puts the molar mass at 154.0 Da.

XYZ file:
```
10
Properties=species:S:1:pos:R:3:mulliken_charge:R:1
C 0.567 -0.996 -0.224 -1.034
C -0.486 -0.005 0.181 0.039
N -0.126 1.372 -0.077 0.840
O -1.034 2.182 0.131 -0.487
O 1.004 1.546 -0.556 -0.537
Br -0.842 -0.095 2.081 -0.103
H 1.252 -1.368 0.640 0.312
H 1.130 -0.530 -1.069 0.317
H 0.047 -1.838 -0.591 0.333
H -1.513 -0.267 -0.515 0.320
```

---

Tell me which of them is the most stable. Sure, it is entry w.

---

Entry w
This record from the Open Molecules 2025 dataset describes a cluster of 5 separate species, C5H21N2O4 in total. The level of theory is wB97M-V/def2-TZVPD.

As for the highest occupied orbital energy: -12.546 eV. The net charge is +1. The value obtained for the frontier orbital gap is 9.909 eV. As for the multiplicity: 1. The calculation puts the molar mass at 173.2 Da.

XYZ file:
```
32
Properties=species:S:1:pos:R:3:mulliken_charge:R:1
C 3.686 1.998 1.534 -1.327
C 2.113 1.861 1.350 0.377
C 1.985 1.340 -0.062 -1.139
C 0.781 0.333 -0.078 -0.026
C -0.377 0.637 -0.551 -0.471
N -1.470 -0.401 -0.675 -0.198
N 1.186 3.041 1.496 -0.593
H 4.098 2.812 1.054 0.373
H 3.885 2.147 2.704 0.295
H 4.172 1.080 1.183 0.360
H 1.618 1.155 2.145 0.270
H 1.978 1.962 -0.976 0.506
H 2.753 0.616 -0.243 0.380
H 1.107 -0.628 0.287 0.203
H -0.708 1.605 -0.859 0.368
H -1.203 -1.379 -0.995 0.290
H -2.244 -0.437 0.024 0.459
H -1.873 -0.150 -1.507 0.411
H 1.606 3.816 0.974 0.251
H 1.159 3.373 2.454 0.256
H -4.010 -2.079 -1.534 0.315
H -4.617 -0.985 -0.449 0.311
O -3.794 -1.434 -0.803 -0.647
H 0.191 -2.780 0.568 0.333
H 0.698 -3.862 -0.719 0.288
O 0.304 -3.015 -0.416 -0.624
H -0.528 -3.234 -3.091 0.316
H -1.410 -2.221 -4.056 0.333
O -1.387 -2.740 -3.203 -0.648
H -1.595 -0.324 2.745 0.314
H -0.945 0.888 1.979 0.332
O -1.531 0.081 1.847 -0.665
```

---

Entry x
This record from the Open Molecules 2025 dataset describes a cluster of 4 separate species, C5H21N2O4 in total. The level of theory is wB97M-V/def2-TZVPD.

As for the highest occupied orbital energy: -12.079 eV. The net charge is +1. The value obtained for the frontier orbital gap is 9.326 eV. As for the multiplicity: 1. The calculation puts the molar mass at 173.2 Da.

XYZ file:
```
32
Properties=species:S:1:pos:R:3:mulliken_charge:R:1
C 0.839 2.157 0.573 -0.556
O 0.334 3.192 -0.281 -0.593
C 0.120 0.851 0.123 -0.188
C -0.645 0.238 1.288 -0.669
C -0.769 -1.293 1.184 -0.776
C 1.082 -2.600 2.150 -0.943
N 0.580 -1.845 0.957 -0.114
N -0.878 1.130 -0.983 -0.097
H 1.866 2.009 0.251 0.320
H 0.683 2.345 1.627 0.312
H 0.936 3.894 -0.436 0.321
H 0.833 0.162 -0.296 0.721
H -0.120 0.425 2.225 0.388
H -1.645 0.672 1.381 0.431
H -1.273 -1.681 2.073 0.400
H -1.458 -1.644 0.425 0.152
H 2.155 -2.449 2.166 0.292
H 0.665 -3.602 2.159 0.327
H 0.703 -2.077 3.023 0.334
H 0.613 -2.403 0.123 0.192
H -0.473 1.921 -1.474 0.336
H -0.968 0.311 -1.587 0.169
H -1.785 1.368 -0.595 0.371
H 2.794 -0.360 0.576 0.263
H 4.047 0.023 -0.203 0.307
O 3.109 0.170 -0.170 -0.650
H 0.298 -0.752 -3.880 0.272
H -1.063 -1.335 -3.455 0.283
O -0.355 -0.751 -3.176 -0.603
H -4.196 -0.634 -0.559 0.265
H -3.353 -1.566 -1.229 0.285
O -3.245 -0.777 -0.672 -0.551
```

---

Tell me which of them is the most stable. Sure, it is entry x.